[1]
Density functional theory data (the ωB97M-V functional and the def2-TZVPD basis) for a 12-piece molecular cluster, C4H34N2O12 overall in a non-equilibrium geometry.

The value obtained for the orbital gap is 8.79 eV. The HOMO energy comes out at -8.97 eV. The value obtained for the energy is -1185.0933 a.u. The calculation puts the lowest unoccupied orbital energy at -0.175 eV. Its SMILES is NCC[C@@H](N)CO.O.O.O.O.O.O.O.O.O.O.O. The relative energy (zero: lowest compared OMol25 entry of this formula, charge and spin) comes out at 399.63 kJ/mol.

Geometry as XYZ:
```
52
Properties=species:S:1:pos:R:3:forces:R:3:mulliken_charge:R:1
C -1.15296 1.20366 -0.34509 0.5 -2.2 -0.9 -0.04
O -1.24093 0.28244 -1.47527 -0.2 -1.0 -1.0 -0.62
C 0.22448 0.88547 0.31944 -1.4 0.4 1.0 0.98
C 0.74545 2.12379 1.26987 0.7 -0.7 -0.5 -0.98
C 2.20538 2.55139 0.83255 0.1 -1.5 0.5 -0.90
N 3.18065 1.44212 1.06653 -0.5 0.1 -0.6 -0.60
N 0.06561 -0.42162 1.06764 1.3 2.9 1.1 0.56
H -2.08895 0.76494 0.12539 1.4 1.8 0.5 -0.26
H -1.14717 2.16937 -0.82126 -0.7 0.5 0.9 0.55
H -0.47616 0.32953 -2.05125 0.2 0.5 -0.1 0.04
H 0.91613 0.78393 -0.51072 0.4 -0.1 0.0 -0.53
H 0.80951 1.75816 2.31943 -0.2 0.3 -0.6 0.51
H 0.08900 3.02280 1.21267 0.1 -1.0 0.1 0.43
H 2.67222 3.41962 1.32708 -1.0 0.0 0.1 0.25
H 2.17892 2.75233 -0.23074 0.2 0.1 -0.3 0.43
H 2.80266 0.80730 1.76826 0.4 0.0 -0.2 0.27
H 3.32174 0.89591 0.20843 -0.2 0.3 0.6 0.27
H -0.60589 -0.11365 1.76696 0.1 -1.3 0.1 0.03
H -0.07885 -1.33641 0.67968 -0.5 0.4 -0.7 -0.30
H 0.69350 -1.62454 -3.94639 0.3 -0.2 0.1 0.26
H -0.76657 -1.94471 -3.65808 0.8 -0.5 -0.5 0.34
O -0.03273 -2.16415 -4.26572 -0.4 0.5 -0.5 -0.64
H 1.87716 -1.14742 2.10300 -0.4 0.3 0.0 0.26
H 3.10217 -1.85818 1.65935 0.0 0.3 0.8 0.32
O 2.78068 -1.31630 2.41038 0.1 -0.7 -0.9 -0.70
H -2.64279 -2.03319 0.24261 0.2 0.0 0.0 0.25
H -2.87430 -3.02252 1.37169 0.0 0.0 0.1 0.25
O -2.37560 -2.22875 1.14974 -0.1 -0.2 -0.3 -0.47
H -4.39545 1.85129 -0.22810 -0.2 0.1 0.7 0.29
H -3.46782 2.81549 0.65183 -0.5 -0.4 0.2 0.31
O -3.67013 2.47476 -0.22324 0.2 0.5 -0.8 -0.62
H 1.34569 0.85720 -2.57130 0.9 0.1 -0.8 0.26
H 2.42037 1.50832 -3.64092 -1.1 -0.4 1.2 0.29
O 1.93303 1.60182 -2.78322 0.3 0.4 -0.4 -0.60
H -0.15366 -1.53260 3.87718 0.0 0.2 0.2 0.30
H -0.83052 -2.24952 2.75279 -0.3 0.0 -0.1 0.27
O -1.01779 -1.62677 3.46400 0.2 -0.2 0.2 -0.63
H 1.18947 -2.14938 -1.36128 0.6 0.1 0.9 0.29
H 2.77654 -1.73893 -1.50787 -0.3 0.0 0.9 0.25
O 1.94636 -1.97536 -1.91341 0.0 0.5 -2.2 -0.58
H 0.20943 -3.34585 -0.27461 -0.3 -0.4 -0.1 0.28
H 1.46647 -4.18998 -0.48731 0.0 0.0 -0.1 0.32
O 1.03686 -3.60520 0.14475 -0.1 0.1 0.3 -0.65
H -2.20770 -2.70095 -2.39890 0.3 0.1 0.2 0.33
H -1.40327 -1.44867 -1.91335 -0.3 0.0 0.5 0.62
O -1.34357 -2.41626 -2.06292 -0.7 0.0 0.6 -0.65
H 0.50148 3.38975 -1.83014 -0.6 0.5 0.7 0.33
H 0.78267 4.18445 -0.57407 -0.4 0.0 -0.1 0.34
O 0.03022 3.84461 -1.08570 1.3 -0.1 -1.0 -0.67
H -2.62098 -0.12878 2.36215 0.1 0.7 -1.1 0.28
H -3.43378 0.03640 3.40625 -0.9 1.0 0.4 0.31
O -3.27630 0.56282 2.60124 0.9 -1.8 0.7 -0.62
```
Forces are in eV/Å.

=====

[2]
Density functional theory data (the ωB97M-V functional and the def2-TZVPD basis) for C25H18FeN2O3 as an isolated structure in a non-equilibrium geometry.

The value obtained for the orbital gap (alpha / beta) is 5.90 / 5.97 eV. The HOMO energy (alpha / beta) comes out at -6.57 / -8.84 eV. The value obtained for the energy is -2562.1699 a.u. The calculation puts the lowest unoccupied orbital energy (alpha / beta) at -0.667 / -2.867 eV. The spin multiplicity is 5.

Geometry as XYZ:
```
49
Properties=species:S:1:pos:R:3:forces:R:3:mulliken_charge:R:1
C -5.89767 -0.80752 -1.04401 0.4 0.2 0.0 -0.45
C -5.26070 -1.86618 -0.38398 0.0 0.2 0.0 -0.75
C -3.87151 -1.89423 -0.30832 -0.1 0.0 -0.2 -0.29
C -3.10456 -0.93195 -0.98616 -0.1 -0.1 0.7 0.66
C -1.61445 -1.02486 -0.99158 -0.2 1.3 -0.4 -0.45
N -0.84149 0.01845 -0.96216 0.9 -1.7 1.3 -0.35
C -0.84676 1.06709 0.06931 -1.4 -1.7 -0.8 0.51
C -2.13873 1.73815 0.17610 -2.1 1.7 1.1 0.14
N -3.12522 2.33137 0.35666 1.7 -1.0 -0.5 -0.63
C -1.02838 -2.38909 -1.11847 0.2 -0.2 -0.9 0.63
C -1.74660 -3.44888 -1.70826 0.2 -0.1 0.1 -0.24
C -1.21463 -4.73878 -1.74129 0.4 0.2 0.1 -0.76
C 0.07993 -4.97223 -1.24679 -0.3 0.4 0.0 -0.40
C 0.82291 -3.90681 -0.71477 -0.2 -0.1 -0.2 -0.68
C 0.27532 -2.62394 -0.65878 -0.2 -0.2 0.0 -0.43
C -3.74379 0.12806 -1.64291 0.0 -0.3 -0.1 -0.55
C -5.13364 0.20999 -1.63543 -0.2 -0.2 0.0 -0.54
H -6.98652 -0.75989 -1.07412 0.3 0.0 0.0 0.38
H -5.83738 -2.66797 0.07707 0.1 0.3 0.0 0.39
H -3.36267 -2.67632 0.26265 -0.2 0.2 -0.3 0.55
H -0.64290 0.56051 1.04518 -0.2 0.3 -0.6 0.23
H -2.72344 -3.26125 -2.15711 0.3 -0.1 0.2 0.53
H -1.80020 -5.55426 -2.16748 0.2 0.2 0.1 0.39
H 0.50096 -5.97780 -1.28473 -0.1 0.3 0.0 0.38
H 1.83416 -4.07743 -0.34297 -0.3 0.0 -0.1 0.39
H 0.84285 -1.78708 -0.25454 -0.1 -0.2 0.0 0.39
H -3.14101 0.87260 -2.17158 -0.3 -0.3 0.2 0.46
H -5.61924 1.07939 -2.08731 0.1 -0.4 0.1 0.37
O 6.75925 3.01514 3.74442 -1.7 -0.2 -1.3 -0.35
C 5.86991 2.78349 3.02927 2.8 1.2 2.5 0.24
Fe 4.75122 1.94168 1.97878 -1.9 0.3 -1.3 0.05
C 6.05238 1.30702 0.98852 3.9 -1.8 -0.9 0.20
O 7.08054 0.85693 0.67848 -2.1 0.9 0.1 -0.34
C 4.72557 0.52832 3.04058 0.8 -2.7 2.3 0.26
O 5.06836 -0.33481 3.73983 -0.9 1.5 -1.3 -0.34
C 0.23971 2.06561 -0.17332 1.9 1.1 0.6 1.04
C 0.25313 3.02424 0.97810 -1.7 -0.2 -0.7 -0.87
C 1.27535 3.55072 1.70903 2.3 1.1 1.2 -0.53
C 2.68390 3.51341 1.57617 -2.7 1.6 1.4 -0.62
C 3.41429 2.77962 0.61498 -0.4 -1.5 -2.6 0.25
C 2.82588 1.76202 -0.24342 2.8 1.7 1.1 -0.72
C 1.54782 1.36317 -0.42150 -1.7 -0.9 -0.9 -0.70
H -0.02340 2.64516 -1.08906 0.2 -0.3 0.2 0.23
H -0.75255 3.36616 1.25870 0.5 -0.1 -0.1 0.32
H 0.92911 4.17373 2.54764 0.2 -0.2 -0.4 0.28
H 3.23828 4.17501 2.26089 -0.3 -0.5 -0.3 0.39
H 4.42158 3.16188 0.31529 -0.6 -0.2 0.1 0.50
H 3.57764 1.25146 -0.86193 -0.3 0.0 0.3 0.37
H 1.38742 0.43091 -0.97567 0.2 0.5 0.0 0.46
```
Forces are in eV/Å.